# 1
{"formula": "CH5ClNOP", "method": "wB97M-V/def2-TZVPD", "species": ["Cl", "P", "O", "N", "C", "H", "H", "H", "H", "H"], "positions_angstrom": [[-0.151, 1.996, -2.251], [-0.764, -0.528, 0.295], [-1.709, -1.534, -0.190], [-1.006, 0.922, 0.783], [0.979, -1.024, 0.477], [1.043, -1.722, 1.312], [1.563, -0.135, 0.682], [0.714, 2.350, -1.378], [1.303, -1.532, -0.429], [-1.973, 1.206, 0.699]], "lumo_energy_ev": 0.449, "homo_lumo_gap_ha": 0.398}

***

# 2
{"formula": "C3H3NOS2", "method": "wB97M-V/def2-TZVPD", "species": ["S", "S", "O", "N", "C", "C", "C", "H", "H", "H"], "positions_angstrom": [[-1.997, -2.622, 2.822], [-0.134, -2.574, -0.419], [1.189, -3.179, -0.234], [-0.465, -0.554, 1.231], [0.015, -0.016, 0.054], [0.215, -0.875, -0.938], [-0.531, -1.882, 1.165], [-0.587, 0.098, 1.988], [0.703, -0.734, -1.954], [0.276, 0.990, -0.189]], "lumo_energy_ev": [-2.014, -2.013], "homo_lumo_gap_ha": [0.233, 0.233]}

***

# 3
{"formula": "C4H8N3O2", "method": "wB97M-V/def2-TZVPD", "species": ["O", "O", "N", "N", "N", "C", "C", "C", "C", "H", "H", "H", "H", "H", "H", "H", "H"], "positions_angstrom": [[3.131, 0.809, -1.226], [4.165, 0.024, 0.843], [3.245, 0.000, 0.037], [1.417, -1.663, 0.108], [0.066, 0.823, 0.150], [2.105, -0.599, 0.120], [-0.227, 2.022, 0.445], [-0.692, -0.388, -0.061], [-0.062, -1.631, 0.392], [-0.294, -1.684, 1.507], [0.477, 2.735, 0.792], [-0.561, -2.495, -0.081], [3.910, 0.571, -1.552], [1.745, -2.615, -0.408], [-0.779, -0.198, -1.204], [-1.724, -0.423, 0.545], [-1.347, 2.397, 0.330]], "lumo_energy_ev": [-4.925, -4.924], "total_charge": 1, "homo_lumo_gap_ha": [0.296, 0.296]}

***

Maximum force, record by record: 1.13; 6.98; 6.68 eV Å⁻¹
Energy above the lowest of the compared OMol25 structures with the same formula, charge and spin, record by record: 1.557; 5.936; 9.558 eV